--- 1 ---
Below is the molecule C6H8S, with properties calculated with wB97M-V/def2-TZVPD.

```
15
C6H8S, DFT wB97M-V/def2-TZVPD
C 2.1627 -0.7309 0.0683
C 0.3875 -0.4614 -0.3315
C 0.1484 0.8672 -0.9183
C -0.9188 1.4498 -0.3519
C -1.6640 0.4042 0.4832
C -0.7587 -0.7461 0.5106
S -0.6263 -1.7280 -1.0513
H 2.7922 -1.2181 -0.6784
H 1.8849 -1.3409 0.9799
H 2.6949 0.0901 0.4918
H 0.7734 1.3908 -1.5982
H -1.4016 2.4498 -0.3589
H -1.9321 0.6658 1.5123
H -2.7038 0.3286 -0.0800
H -0.8385 -1.4208 1.3223
```

Calculated values
SMILES string: C[C@]12C=CC[C@H]1S2
HOMO energy: -0.3107 Ha
LUMO energy: 1.0 eV
Kohn-Sham gap: 0.34630 Eh

Mulliken atomic charge list, values in e, 2 entries:
1 C -0.987
2 C 0.794

--- 2 ---
Below is C6H8S as an isolated structure, with properties calculated with wB97M-V/def2-TZVPD.

```
15
C6H8S, DFT wB97M-V/def2-TZVPD
C -0.0705 0.1550 0.1028
C 1.0981 -0.4934 0.1574
C -0.1537 0.0797 1.6418
C -0.7301 0.4392 -1.1417
C 1.2583 -0.5824 1.5981
C 0.1049 -0.3856 -2.2380
S 1.7752 -0.7565 -1.4298
H -0.1170 1.0450 2.1437
H -1.1724 -0.3725 2.1325
H -1.7608 0.0326 -1.2651
H -0.8009 1.5052 -1.3371
H 1.4149 -1.6134 1.8352
H 1.9866 0.1243 2.1121
H -0.3978 -1.3483 -2.6079
H 0.2326 0.2965 -3.0224
```

Calculated values
HOMO energy: -0.2804 Ha
LUMO energy: 1.0 eV
Kohn-Sham gap: 0.31842 Eh

Mulliken atomic charge list, values in e, 2 entries:
1 C 0.045
2 C 0.023

--- 3 ---
Below is the molecule C6H8S, with properties calculated with wB97M-V/def2-TZVPD.

```
15
C6H8S, DFT wB97M-V/def2-TZVPD
C 1.3020 -0.2023 -1.4101
C 0.8431 0.0095 -0.1997
C 1.3401 1.1784 0.6866
C -0.2155 -0.7997 0.3314
C -0.9152 -1.8912 0.5090
C -1.6379 -0.5231 0.6674
S -2.7236 0.0523 -0.7297
H 2.1189 0.3292 -1.7492
H 0.6998 -0.7892 -2.0962
H 2.4349 0.9797 0.5583
H 1.0808 1.0307 1.7088
H 0.9977 2.2717 0.4964
H -1.1549 -2.8678 0.6122
H -1.8826 -0.0510 1.6478
H -2.2872 1.2728 -1.0329
```

Calculated values
SMILES string: C=C(C)C1=C[C@@H]1S
HOMO energy: -0.3234 Ha
LUMO energy: 0.7 eV
Kohn-Sham gap: 0.35005 Eh

Mulliken atomic charge list, values in e, 2 entries:
1 C -0.885
2 C 0.867

2 ends up most stable, edging out the next structure by 0.162 eV.

--- 1 ---
Below is a 2-piece molecular cluster, C3H7N4S overall, with properties calculated with wB97M-V/def2-TZVPD.

```
15
C3H7N4S, DFT wB97M-V/def2-TZVPD
C 1.1184 0.6424 0.3102
C 0.3217 1.8758 0.4992
C 1.0386 -1.5728 -0.7012
N -2.7671 -0.7188 0.7100
N -2.0637 -1.4190 0.1659
N -0.6965 -0.0185 -0.8469
N 0.5167 -0.2666 -0.3909
S -1.2744 1.4457 -0.3372
H 2.1101 0.5136 0.7012
H 0.2010 2.1677 1.5417
H 0.7389 2.7264 -0.0503
H 2.1251 -1.5677 -0.6764
H 0.6814 -1.8661 -1.6874
H 0.6566 -2.2923 0.0252
H -2.7068 0.3500 0.7369
```

Calculated values
charge: +1
HOMO energy (alpha / beta): -0.4613 / -0.4613 Ha
LUMO energy (alpha / beta): -5.0 / -5.0 eV
Kohn-Sham gap (alpha / beta): 0.27596 / 0.27606 Eh

Mulliken atomic charge list, values in e, 2 entries:
1 C -0.121
2 C -0.459

--- 2 ---
Below is a 2-piece molecular cluster, C3H7N4S overall, with properties calculated with wB97M-V/def2-TZVPD.

```
15
C3H7N4S, DFT wB97M-V/def2-TZVPD
C -1.0833 0.5248 -0.0579
C 2.9759 -3.0196 0.0670
C -2.7000 2.8585 -0.3578
N -0.1510 -0.2917 -0.2711
N 0.5805 -1.1591 -0.4098
N 2.4584 -2.1921 1.0379
N 1.6571 -1.4307 1.3128
S -1.0483 2.2118 -0.4086
H -2.1367 0.1871 0.0247
H 2.9874 -4.0790 0.6399
H 3.9647 -2.6901 -0.1263
H 2.3685 -2.9156 -0.8668
H -3.0112 3.1866 -1.3441
H -2.4384 3.8100 -0.0099
H -3.5395 2.4893 0.3170
```

Calculated values
charge: +1
HOMO energy (alpha / beta): -0.4256 / -0.4257 Ha
LUMO energy (alpha / beta): -4.9 / -4.9 eV
Kohn-Sham gap (alpha / beta): 0.24709 / 0.24719 Eh

Mulliken atomic charge list, values in e, 2 entries:
1 C 0.047
2 C -0.429

1 ends up most stable, edging out the next structure by 1.434 eV.

--- 1 ---
Below is C6H9N4S as an isolated structure, with properties calculated with wB97M-V/def2-TZVPD.

```
20
C6H9N4S, DFT wB97M-V/def2-TZVPD
C 0.0618 2.0189 0.3297
C -0.9667 1.0315 0.2330
C 1.2011 1.8854 -0.5365
C 1.1760 0.8936 -1.4507
C 0.1275 -0.1732 -1.5656
C -0.9682 -0.0747 -0.6442
N -0.3361 3.0185 1.0874
N -2.0271 1.3154 0.9968
N -1.9865 -0.9556 -0.5252
N 1.2791 -2.7906 1.7804
S -1.8095 2.7344 1.6842
H 2.0473 2.6490 -0.5402
H 1.9745 0.8800 -2.3111
H -0.1556 -0.4184 -2.5630
H 0.6456 -1.1544 -1.1121
H -2.3926 -1.5840 -1.2371
H -2.6413 -0.7683 0.2296
H 1.3936 -1.9271 2.3006
H 2.1874 -3.1108 1.3415
H 1.1896 -3.4696 2.5022
```

Calculated values
charge: +1
HOMO energy: -0.4883 Ha
LUMO energy: -5.5 eV
Kohn-Sham gap: 0.28722 Eh

Mulliken atomic charge list, values in e, 2 entries:
1 C 0.558
2 C 1.169

--- 2 ---
Below is C6H9N4S as an isolated structure, with properties calculated with wB97M-V/def2-TZVPD.

```
20
C6H9N4S, DFT wB97M-V/def2-TZVPD
C -1.4473 -1.5248 0.1420
C -0.2205 -0.9351 0.2632
C -2.6044 -0.8432 0.1013
C -0.1509 0.4504 0.1356
C -1.3516 1.2559 0.0510
C -2.6988 0.5704 0.0874
N -1.0605 2.5730 -0.0354
N 0.9734 1.1645 0.1460
N -3.7895 1.3088 -0.3158
N 3.4585 0.7456 -0.2924
S 0.4945 2.7483 -0.0690
H -1.5137 -2.6418 0.0809
H 0.7173 -1.3130 0.4985
H -3.5615 -1.2954 -0.1636
H 2.1993 0.8657 -0.1782
H -3.7912 2.3801 -0.1324
H -4.6663 0.8747 -0.3184
H 3.9253 1.6176 -0.6780
H 3.6940 -0.1316 -0.6077
H 3.7047 0.6778 0.7238
```

Calculated values
charge: +1
HOMO energy: -0.4164 Ha
LUMO energy: -4.4 eV
Kohn-Sham gap: 0.25404 Eh

Mulliken atomic charge list, values in e, 2 entries:
1 C -0.556
2 C -0.780

2 ends up most stable, edging out the next structure by 0.332 eV.

--- 1 ---
Below is a 7-piece molecular cluster, C24H67N5O9 overall, with properties calculated with wB97M-V/def2-TZVPD.

```
105
C24H67N5O9, DFT wB97M-V/def2-TZVPD
C -1.3949 6.2655 -6.2472
O -1.2997 5.4372 -5.0882
C -2.2170 5.7745 -4.0758
C -2.2520 4.6387 -3.0263
C -2.6911 3.2490 -3.2475
N -3.0047 5.0246 -1.8692
H -1.1218 7.2891 -5.9907
H -2.3657 6.5816 -6.6291
H -0.7633 5.8878 -7.0513
H -1.9956 6.7866 -3.7371
H -3.2380 5.7180 -4.4532
H -1.2055 4.6876 -2.7253
H -2.6734 2.6267 -2.3528
H -2.2226 2.7479 -4.0945
H -3.7541 3.2136 -3.4859
H -2.6002 5.8634 -1.4782
H -2.8590 4.3639 -1.1193
C 3.1902 -0.3978 -3.2098
O 2.8949 0.5202 -4.1568
C 1.4942 0.6352 -4.4914
C 1.4071 1.7433 -5.6202
C 1.1473 3.1894 -5.1163
N 0.2809 1.6550 -6.5116
H 4.1728 -0.1285 -2.8223
H 3.2797 -1.3069 -3.8044
H 2.5122 -0.5466 -2.3695
H 0.9721 -0.2578 -4.8349
H 0.8444 0.9313 -3.6679
H 2.2578 1.7520 -6.3016
H 1.7096 3.3389 -4.1946
H 0.1226 3.3770 -4.7954
H 1.3774 3.9102 -5.9010
H -0.5336 2.1849 -6.2359
H 0.0672 0.7246 -6.8415
C -1.8380 -1.5476 4.1897
O -3.1935 -1.5045 4.2844
C -3.7034 -0.6138 3.2175
C -3.7446 -1.2401 1.8136
C -3.7199 -0.2282 0.7429
N -4.8642 -2.1509 1.6441
H -1.4840 -1.7865 5.1926
H -1.3340 -0.5893 4.0642
H -1.3293 -2.1600 3.4452
H -4.7438 -0.3627 3.4239
H -3.1479 0.3238 3.1964
H -2.7982 -1.7706 1.7093
H -4.6587 0.2933 0.5567
H -3.6285 -0.8232 -0.1658
H -2.9485 0.5352 0.8437
H -5.6723 -1.5814 1.4373
H -5.0466 -2.6543 2.5005
C -0.0900 1.5210 -0.7606
O 0.3934 1.1621 0.5822
C 1.5535 0.2874 0.4991
C 1.1099 -1.1487 0.0069
C 0.0660 -1.8317 0.9085
N 2.2670 -1.9923 -0.1770
H -0.6913 2.4247 -0.6619
H -0.5857 0.6179 -1.1168
H 0.7227 1.8285 -1.4188
H 2.2937 0.8554 -0.0645
H 1.9360 0.2916 1.5197
H 0.6085 -0.9897 -0.9478
H -0.1130 -2.9030 0.8170
H -0.8535 -1.2494 0.8498
H 0.4811 -1.7199 1.9101
H 1.9155 -2.8201 -0.6366
H 2.6061 -2.2482 0.7393
C 1.1403 1.0178 7.1074
O 1.8803 0.9961 5.8197
C 3.2689 0.8997 6.1188
C 4.0033 1.5134 4.8585
C 3.4704 0.8179 3.5814
N 5.4324 1.4173 4.9405
H 0.1706 0.6394 6.7840
H 1.0259 2.0437 7.4577
H 1.4546 0.2993 7.8644
H 3.4980 1.6206 6.9036
H 3.6781 -0.0700 6.4021
H 3.7580 2.5753 4.8788
H 3.6699 1.4617 2.7248
H 2.3814 0.7721 3.5721
H 3.9125 -0.1655 3.4216
H 5.8206 1.6513 5.8430
H 5.8606 2.0576 4.2873
O 3.4040 -4.4882 3.7787
C 3.6827 -5.0588 2.4936
C 2.5676 -5.9839 1.8641
O 2.7606 -7.3212 2.0734
H 3.2616 -5.2508 4.3443
H 3.7914 -4.2228 1.8027
H 4.6830 -5.4918 2.4942
H 2.6159 -5.7866 0.7932
H 1.5257 -5.8467 2.1534
H 2.0693 -7.8510 1.6697
O -4.3298 -3.7363 -0.8476
C -2.9035 -3.6995 -1.2053
C -2.5211 -5.1009 -1.9049
O -2.7437 -6.0220 -0.8245
H -4.5106 -2.9426 -0.3388
H -2.6924 -2.8972 -1.9123
H -2.4198 -3.3844 -0.2808
H -1.4678 -5.2198 -2.1592
H -3.0439 -5.3265 -2.8344
H -3.4576 -5.6219 -0.3227
```

Calculated values
SMILES string: COC[C@H](C)N.COC[C@H](C)N.COC[C@H](C)N.COC[C@H](C)N.COC[C@H](C)N.OCCO.OCCO
HOMO energy: -0.3267 Ha
LUMO energy: 0.4 eV
Kohn-Sham gap: 0.34126 Eh

Mulliken atomic charge list, values in e, 2 entries:
1 C -0.917
2 O -0.153

--- 2 ---
Below is a 7-piece molecular cluster, C24H67N5O9 overall, with properties calculated with wB97M-V/def2-TZVPD.

```
105
C24H67N5O9, DFT wB97M-V/def2-TZVPD
C 3.9944 3.2819 -0.2171
O 4.1503 3.1155 1.1866
C 4.7461 1.9139 1.5304
C 3.6372 0.8782 2.0443
C 2.7644 1.5212 3.1824
N 4.1860 -0.3154 2.5738
H 4.0283 4.2859 -0.4807
H 3.1128 2.8025 -0.6553
H 4.8803 2.8999 -0.7418
H 5.4177 1.6046 0.7748
H 5.3366 2.0984 2.4058
H 2.8924 0.8346 1.2626
H 3.2929 2.0513 3.9554
H 2.0732 0.7893 3.6851
H 2.2058 2.2834 2.7238
H 4.7640 -0.7160 1.9068
H 4.7235 -0.0309 3.3229
C 2.5583 -3.2279 -1.8729
O 2.7041 -2.5667 -0.6232
C 2.6256 -3.2793 0.6450
C 1.1674 -3.0611 1.1801
C 1.1119 -1.7317 1.9384
N 0.7378 -4.1363 2.0139
H 3.0577 -2.6793 -2.7130
H 1.4749 -3.3585 -1.9922
H 2.9120 -4.2483 -1.7531
H 2.9250 -4.2522 0.5532
H 3.3752 -2.7584 1.2602
H 0.4735 -3.1355 0.3543
H 0.1192 -1.4189 2.2365
H 1.4329 -0.9750 1.2582
H 1.6023 -1.6556 2.8955
H 0.6497 -4.9667 1.4528
H 1.4880 -4.3572 2.6666
C -0.6608 5.0330 -1.0826
O -1.0629 4.2930 0.1025
C -1.5157 2.9942 -0.2561
C -1.5948 2.2286 1.1017
C -0.3063 2.2303 1.9487
N -2.0048 0.8124 0.9224
H -0.3483 6.0103 -0.6292
H -1.5229 5.3766 -1.6675
H 0.0702 4.5113 -1.6054
H -2.5606 3.1831 -0.7823
H -0.8167 2.6169 -0.9620
H -2.3555 2.7846 1.6201
H 0.4658 1.9826 1.3507
H -0.3060 1.3986 2.5821
H -0.0244 3.1314 2.4591
H -2.7115 0.6620 0.2238
H -1.2313 0.3731 0.4392
C -2.2934 -2.9409 2.6753
O -2.5632 -3.3695 1.3739
C -2.4894 -2.3118 0.4409
C -2.7437 -2.7373 -0.9570
C -1.5684 -3.5759 -1.6170
N -2.9011 -1.4711 -1.7173
H -1.3641 -3.2359 3.2209
H -3.2310 -3.1898 3.3094
H -2.1714 -1.8277 2.8236
H -3.1884 -1.5155 0.8180
H -1.4769 -1.8687 0.4439
H -3.6853 -3.3141 -1.0579
H -0.5672 -3.1116 -1.5680
H -1.6794 -3.8900 -2.6527
H -1.4128 -4.5227 -1.0495
H -3.5889 -0.9907 -1.1458
H -3.2760 -1.6429 -2.6312
C -8.2068 3.4541 -1.2812
O -6.7734 3.0641 -1.0491
C -6.6226 1.6855 -1.0904
C -5.1194 1.5397 -0.9340
C -4.3631 1.6040 -2.2734
N -4.9450 0.2376 -0.4060
H -8.1053 4.4806 -1.0735
H -8.8040 2.8298 -0.5036
H -8.6746 3.3794 -2.2152
H -7.1267 1.3632 -0.2672
H -6.9825 1.2001 -2.0150
H -4.7719 2.3394 -0.2356
H -3.2701 1.3759 -2.1595
H -4.3113 2.5581 -2.7821
H -4.7590 0.9119 -3.0521
H -5.5944 -0.2974 -1.0390
H -5.5098 0.3697 0.4101
O 2.7888 -0.0341 -1.5998
C 1.5004 0.5650 -1.3663
C 0.3733 -0.4034 -1.8536
O -0.7181 0.2764 -1.6658
H 2.7454 -0.9117 -1.2589
H 1.3425 1.0520 -0.3637
H 1.5458 1.4241 -2.0496
H 0.4039 -1.3053 -1.2626
H 0.2831 -0.7487 -2.9557
H -1.5047 -0.2894 -1.7403
O 6.2800 -1.3117 1.0211
C 5.7799 -0.9111 -0.2591
C 5.6237 -2.0339 -1.2626
O 5.2063 -1.6386 -2.3964
H 6.6167 -0.5891 1.4574
H 4.8741 -0.3356 -0.0686
H 6.5456 -0.2131 -0.6520
H 5.1527 -2.7766 -0.5921
H 6.6365 -2.4629 -1.3965
H 4.5297 -1.0436 -2.2022
```

Calculated values
SMILES string: COC[C@H](C)N.COC[C@H](C)N.COC[C@H](C)N.COC[C@H](C)N.COC[C@H](C)N.OCCO.OCCO
HOMO energy: -0.3175 Ha
LUMO energy: 0.6 eV
Kohn-Sham gap: 0.33803 Eh

Mulliken atomic charge list, values in e, 2 entries:
1 C -0.552
2 O -0.458

1 ends up most stable, edging out the next structure by 1.028 eV.

--- 1 ---
Below is a 2-piece molecular cluster, H3PS2 overall, with properties calculated with wB97M-V/def2-TZVPD.

```
6
H3PS2, DFT wB97M-V/def2-TZVPD
P 0.0280 0.0447 -0.4318
S -1.8545 -0.4551 0.2818
S 0.1373 2.0679 0.1412
H 1.8128 -2.3977 0.2071
H -1.5294 -1.5274 -0.2687
H 1.4057 2.2677 0.0703
```

Calculated values
HOMO energy (alpha / beta): -0.2728 / -0.3577 Ha
LUMO energy (alpha / beta): -0.4 / -0.8 eV
Kohn-Sham gap (alpha / beta): 0.25953 / 0.32916 Eh

Mulliken atomic charge list, values in e, 2 entries:
1 P 0.140
2 S -0.171

--- 2 ---
Below is a 2-piece molecular cluster, H3PS2 overall, with properties calculated with wB97M-V/def2-TZVPD.

```
6
H3PS2, DFT wB97M-V/def2-TZVPD
P -0.1915 2.5953 -1.2034
S -1.5528 1.3105 -0.7147
H 0.9140 2.1162 -0.4484
S -0.3324 -2.0522 0.8366
H 0.4868 -1.1061 0.3956
H 0.6760 -2.8636 1.1342
```

Calculated values
SMILES string: P=S.S
HOMO energy: -0.3343 Ha
LUMO energy: -1.7 eV
Kohn-Sham gap: 0.27366 Eh

Mulliken atomic charge list, values in e, 2 entries:
1 P 0.128
2 S -0.186

--- 3 ---
Below is a 2-piece molecular cluster, H3PS2 overall, with properties calculated with wB97M-V/def2-TZVPD.

```
6
H3PS2, DFT wB97M-V/def2-TZVPD
P -2.6554 0.1167 -0.1515
S -1.2283 1.4537 -0.5067
H -1.7774 -0.6989 0.6826
S 1.9550 -0.1147 -0.6506
H 2.8244 -0.5808 0.3972
H 0.8817 -0.1761 0.2290
```

Calculated values
SMILES string: P=S.S
HOMO energy: -0.3326 Ha
LUMO energy: -1.8 eV
Kohn-Sham gap: 0.26508 Eh

Mulliken atomic charge list, values in e, 2 entries:
1 P 0.168
2 S -0.215

2 ends up most stable, edging out the next structure by 0.302 eV.

--- 1 ---
Below is C6H10N4O2 as an isolated structure, with properties calculated with wB97M-V/def2-TZVPD.

```
22
C6H10N4O2, DFT wB97M-V/def2-TZVPD
C 1.6835 -0.9424 1.3351
C 0.9574 -1.6616 -0.7361
C 0.8888 0.9411 -0.9650
C -0.6742 2.0823 0.3726
C -1.0306 -0.2077 -0.2423
C -2.9763 -1.3027 0.0308
H 2.3613 -0.0721 0.4234
H 0.6969 -0.1407 1.6147
H 2.8245 -1.4886 2.1104
H 0.2976 -2.4312 -1.3159
H 1.9211 -1.2723 -1.3420
H 1.9938 0.8028 -1.2295
H 0.4174 1.4497 -1.8094
H -0.9866 2.7877 1.3333
H -0.8481 2.6593 -0.4708
H -2.4969 0.8608 0.4440
N 0.2426 -0.2607 -0.8889
N -1.5263 0.8901 0.2839
N -1.6018 -1.3976 -0.1191
N -4.1170 -0.8393 0.2904
O 1.2760 -2.1463 0.4910
O 0.6970 1.6893 0.3894
```

Calculated values
HOMO energy: -0.3322 Ha
LUMO energy: 0.4 eV
Kohn-Sham gap: 0.34796 Eh

Mulliken atomic charge list, values in e, 2 entries:
1 C -0.345
2 C -0.550

--- 2 ---
Below is a 2-piece molecular cluster, C6H10N4O2 overall, with properties calculated with wB97M-V/def2-TZVPD.

```
22
C6H10N4O2, DFT wB97M-V/def2-TZVPD
C 0.4589 1.6285 -0.6174
C -0.3953 0.7575 -1.5170
O -0.5018 -0.4385 -1.2637
C -1.0516 1.3854 -2.6601
C -1.7669 0.6152 -3.4896
N -2.5004 1.0608 -4.5747
H 0.8293 1.0478 0.2222
H 1.3253 2.0150 -1.1899
H -0.1426 2.4780 -0.2504
H -0.9616 2.4595 -2.8152
H -1.8399 -0.4469 -3.2450
H -2.7740 0.3706 -5.2661
H -2.1279 1.9108 -4.9973
O 0.4096 -2.3769 1.3033
N 0.8549 -1.4544 2.1892
C 2.1054 -0.9154 2.3283
N 2.0442 0.1167 3.1347
N 0.7452 0.2624 3.5237
C 0.0416 -0.6679 2.9497
H 0.1151 -1.8821 0.5192
H 2.9923 -1.3271 1.8600
H -1.0385 -0.8200 2.9721
```

Calculated values
SMILES string: CC(=O)/C=C/N.On1cnnc1
HOMO energy: -0.3389 Ha
LUMO energy: 0.6 eV
Kohn-Sham gap: 0.36097 Eh

Mulliken atomic charge list, values in e, 2 entries:
1 C -0.801
2 C 0.816

2 ends up most stable, edging out the next structure by 4.975 eV.